# 1
C12H16OSi | wB97M-V/def2-TZVPD

For the energy above the lowest of the compared OMol25 structures with the same formula, charge and spin, the calculation gives 410.9 kJ/mol. The HOMO-LUMO gap (spin up / spin down) is 6.571 / 5.986 eV. Its multiplicity is 1. As for the lowest unoccupied orbital energy (spin up / spin down): -0.6320 / -0.6874 eV. The HOMO energy (spin up / spin down) is -0.265 / -0.245 Eh.

```
30
C12H16OSi wB97M-V/def2-TZVPD
C -3.779 0.597 0.102
C -3.205 -0.668 -0.328
C -2.998 1.700 0.393
C -1.692 -0.715 -0.143
C -1.547 1.710 0.291
C -0.995 0.452 0.030
C 1.851 -1.264 -0.176
C 3.386 -1.299 -0.197
C 3.960 0.000 0.386
C 3.521 1.128 -0.532
C 2.085 1.697 -0.270
C -3.930 -1.892 0.511
O 1.270 -2.352 -0.142
Si 0.895 0.276 -0.004
H -4.890 0.639 0.305
H -3.419 -0.946 -1.407
H -3.545 2.579 0.854
H -1.190 -1.691 -0.490
H -0.904 2.491 0.610
H 3.458 -2.255 0.402
H 3.834 -1.376 -1.171
H 3.446 0.216 1.351
H 5.041 -0.001 0.384
H 4.143 2.003 -0.487
H 3.627 0.676 -1.572
H 2.047 2.307 0.568
H 1.919 2.467 -1.143
H -3.641 -2.000 1.548
H -3.748 -2.830 0.069
H -5.001 -1.648 0.259
```

Mulliken atomic charge list, values in e, 2 entries:
1. C -0.706
2. C 0.728

# 2
C24H24N5O3ReS | wB97M-V/def2-TZVPD

For the energy above the lowest of the compared OMol25 structures with the same formula, charge and spin, the calculation gives 101.7 kJ/mol. The HOMO-LUMO gap (spin up / spin down) is 3.241 / 3.530 eV. As for the total charge: +3. Its multiplicity is 2. As for the lowest unoccupied orbital energy (spin up / spin down): -13.1608 / -12.6361 eV. The HOMO energy (spin up / spin down) is -0.603 / -0.594 Eh. As for the expectation value of S²: 0.964.

```
58
C24H24N5O3ReS wB97M-V/def2-TZVPD
Re 1.348 1.846 -0.486
O 2.098 -1.468 3.822
C 0.849 -1.671 3.525
C 0.131 -2.601 4.324
C -1.178 -2.906 4.046
C -1.836 -2.284 2.976
C -1.175 -1.336 2.208
C 0.166 -1.015 2.446
C 0.822 -0.034 1.605
O 0.203 0.513 0.608
N 2.093 0.305 1.839
N 2.553 1.183 0.965
C 3.694 1.816 1.075
C 4.033 2.705 -0.006
C 5.252 3.380 -0.087
C 5.498 4.209 -1.174
C 4.521 4.332 -2.155
C 3.325 3.635 -2.017
N 3.066 2.851 -0.971
H 2.542 -0.805 3.250
H 0.668 -3.067 5.138
H -1.713 -3.617 4.657
H -2.861 -2.548 2.759
H -1.691 -0.823 1.410
H 4.333 1.698 1.942
H 5.991 3.239 0.688
H 6.437 4.738 -1.259
H 4.679 4.948 -3.028
H 2.547 3.721 -2.767
C 1.208 -2.970 -0.733
C 1.918 -1.841 -1.470
C 1.176 -1.418 -2.745
N -0.188 -1.059 -2.448
C -0.663 0.135 -2.296
S 0.386 1.564 -2.546
N -1.938 0.365 -1.943
C -2.785 -0.636 -1.378
O -2.359 -1.760 -1.247
C -4.084 -0.165 -0.912
C -4.681 1.039 -1.304
C -5.903 1.415 -0.762
C -6.557 0.590 0.147
C -5.990 -0.623 0.511
C -4.774 -1.014 -0.029
H 1.818 -3.316 0.096
H 1.054 -3.815 -1.400
H 0.242 -2.660 -0.336
H 2.918 -2.164 -1.763
H 2.028 -0.961 -0.819
H 1.148 -2.252 -3.450
H 1.686 -0.570 -3.209
H -0.837 -1.830 -2.197
H -2.295 1.315 -1.983
H -4.245 1.664 -2.071
H -6.340 2.360 -1.047
H -7.500 0.902 0.570
H -6.493 -1.263 1.222
H -4.342 -1.975 0.211
```

Mulliken atomic charge list, values in e, 2 entries:
1. Re 1.275
2. O -0.553

# 3
C4H7N4O2 | wB97M-V/def2-TZVPD

For the energy above the lowest of the compared OMol25 structures with the same formula, charge and spin, the calculation gives 247.7 kJ/mol. The HOMO-LUMO gap is 10.508 eV. As for the total charge: +1. Its structure (SMILES) is Cn1c[n+](C)c([N+](=O)[O-])n1. Its multiplicity is 1. As for the lowest unoccupied orbital energy: -5.2709 eV. The HOMO energy is -0.580 Eh.

```
17
C4H7N4O2 wB97M-V/def2-TZVPD
C -0.212 -0.441 2.818
N -0.136 -0.239 1.342
C -0.938 -0.586 0.341
N -0.461 -0.122 -0.800
C -0.859 -0.262 -2.164
C 0.766 0.602 -0.373
N 1.776 1.176 -1.295
O 2.569 1.943 -0.721
O 1.791 0.772 -2.450
N 0.888 0.491 0.913
H 0.695 -1.041 3.098
H 0.054 0.679 3.089
H -1.122 -0.926 3.148
H -1.944 -1.005 0.582
H -0.041 0.060 -2.757
H -1.028 -1.326 -2.303
H -1.799 0.226 -2.467
```

Mulliken atomic charge list, values in e, 2 entries:
1. C -0.614
2. N 0.474

# 4
C2H3N4S | wB97M-V/def2-TZVPD

For the energy above the lowest of the compared OMol25 structures with the same formula, charge and spin, the calculation gives 161.5 kJ/mol. The HOMO-LUMO gap is 6.818 eV. As for the total charge: -1. Its structure (SMILES) is Cn1nnc([S-])n1. Its multiplicity is 1. As for the lowest unoccupied orbital energy: 3.7268 eV. The HOMO energy is -0.114 Eh.

```
10
C2H3N4S wB97M-V/def2-TZVPD
C -0.018 -0.063 -0.009
N -1.028 0.295 0.894
N -2.341 0.041 0.821
N -2.923 0.227 1.916
C -1.961 0.620 2.904
S -2.408 1.031 4.444
N -0.755 0.646 2.418
H 0.205 -1.150 0.239
H -0.381 -0.002 -1.095
H 0.877 0.658 0.100
```

Mulliken atomic charge list, values in e, 2 entries:
1. C -0.600
2. N 0.582

# 5
C72H184N12O26 | wB97M-V/def2-TZVPD

The HOMO-LUMO gap (spin up / spin down) is 1.089 / 8.709 eV. As for the total charge: -1. Its multiplicity is 2. As for the lowest unoccupied orbital energy (spin up / spin down): 1.7525 / 1.7320 eV. The HOMO energy (spin up / spin down) is 0.024 / -0.256 Eh. As for the expectation value of S²: 0.751.

```
294
C72H184N12O26 wB97M-V/def2-TZVPD
C -12.705 -1.482 1.826
O -13.769 -1.578 2.746
C -13.597 -2.742 3.618
C -13.827 -2.418 5.079
N -12.984 -1.355 5.584
C -13.378 -0.900 6.977
C -12.300 -0.002 7.537
O -11.298 -0.888 8.046
C -10.287 -0.146 8.759
H -11.746 -1.444 2.343
H -12.684 -0.489 1.376
H -12.790 -2.271 1.079
H -12.611 -3.195 3.512
H -14.268 -3.496 3.206
H -13.705 -3.337 5.652
H -14.843 -2.034 5.179
H -13.165 -0.608 4.929
H -13.416 -1.786 7.611
H -14.401 -0.524 6.975
H -12.777 0.533 8.358
H -11.951 0.646 6.733
H -10.622 0.106 9.765
H -10.015 0.729 8.169
H -9.344 -0.687 8.846
C -22.898 2.226 6.948
O -21.831 1.750 6.096
C -21.373 0.391 6.404
C -20.727 -0.311 5.222
N -21.615 -0.461 4.080
C -20.818 -0.859 2.857
C -21.780 -1.360 1.757
O -21.108 -1.855 0.542
C -21.934 -1.999 -0.603
H -22.492 2.518 7.916
H -23.676 1.503 7.194
H -23.296 3.202 6.671
H -22.262 -0.133 6.754
H -20.693 0.287 7.249
H -20.443 -1.293 5.602
H -19.796 0.176 4.930
H -22.335 0.244 4.005
H -20.023 -1.599 2.949
H -20.304 0.024 2.479
H -22.390 -0.480 1.550
H -22.500 -2.146 1.984
H -21.363 -2.427 -1.427
H -22.284 -1.036 -0.975
H -22.783 -2.656 -0.415
C -20.140 -0.767 15.384
O -19.481 -1.342 14.235
C -19.525 -2.786 14.351
C -19.249 -3.480 12.991
N -17.811 -3.788 12.947
C -17.299 -4.212 11.600
C -15.742 -4.071 11.631
O -15.320 -2.753 11.557
C -13.865 -2.691 11.509
H -21.228 -0.697 15.394
H -19.955 0.304 15.463
H -19.838 -1.252 16.313
H -20.496 -3.164 14.670
H -18.735 -3.026 15.064
H -19.673 -2.967 12.128
H -19.749 -4.436 12.834
H -17.324 -2.909 13.051
H -17.594 -3.576 10.765
H -17.572 -5.257 11.448
H -15.346 -4.596 10.762
H -15.376 -4.666 12.468
H -13.588 -2.832 10.465
H -13.304 -3.389 12.131
H -13.623 -1.635 11.631
C -19.713 -6.207 9.581
O -19.370 -5.072 8.769
C -20.102 -3.855 8.921
C -19.504 -2.818 7.968
N -18.048 -2.890 7.982
C -17.498 -2.309 6.742
C -17.674 -3.211 5.541
O -16.977 -2.736 4.389
C -17.244 -3.394 3.134
H -20.135 -6.035 10.572
H -18.939 -6.974 9.574
H -20.517 -6.731 9.064
H -20.111 -3.451 9.933
H -21.141 -4.073 8.672
H -19.922 -1.870 8.308
H -19.896 -2.993 6.966
H -18.070 -3.899 7.960
H -16.440 -2.070 6.858
H -18.029 -1.366 6.610
H -18.731 -3.254 5.277
H -17.363 -4.237 5.738
H -16.734 -2.900 2.307
H -18.328 -3.358 3.024
H -16.956 -4.433 2.974
C -28.426 -9.252 8.481
O -28.026 -8.024 9.094
C -27.850 -6.916 8.212
C -26.954 -5.832 8.882
N -25.588 -6.416 8.932
C -24.912 -5.509 9.840
C -23.323 -5.679 9.838
O -22.535 -4.685 10.550
C -22.700 -4.552 11.994
H -28.558 -10.083 9.173
H -27.658 -9.651 7.818
H -29.361 -9.040 7.963
H -28.837 -6.493 8.022
H -27.473 -7.256 7.247
H -27.296 -5.742 9.913
H -27.115 -4.909 8.325
H -25.639 -7.396 9.170
H -25.325 -5.509 10.849
H -24.932 -4.475 9.494
H -23.080 -5.602 8.778
H -22.951 -6.656 10.149
H -22.320 -5.432 12.512
H -23.762 -4.498 12.233
H -22.261 -3.617 12.339
C -13.258 7.611 4.977
O -13.412 6.512 4.183
C -14.701 6.446 3.547
C -14.878 5.174 2.745
N -15.781 4.246 3.405
C -16.406 3.196 2.529
C -17.440 2.278 3.346
O -16.873 1.608 4.477
C -16.020 0.546 4.194
H -12.951 8.412 4.304
H -12.422 7.460 5.659
H -14.151 7.910 5.527
H -14.672 7.259 2.821
H -15.483 6.541 4.301
H -13.955 4.690 2.426
H -15.373 5.318 1.784
H -15.288 3.724 4.115
H -15.566 2.594 2.182
H -16.833 3.611 1.616
H -17.841 1.539 2.653
H -18.257 2.832 3.809
H -16.504 -0.274 3.663
H -15.760 0.150 5.176
H -15.129 0.849 3.645
C -14.564 -12.740 9.652
O -14.124 -11.436 9.418
C -13.671 -10.763 10.597
C -13.255 -9.352 10.130
N -14.493 -8.666 9.741
C -14.226 -7.366 9.193
C -15.424 -6.767 8.533
O -15.908 -7.703 7.602
C -17.111 -7.233 6.996
H -15.371 -12.807 10.380
H -13.757 -13.418 9.932
H -15.029 -13.120 8.742
H -12.722 -11.206 10.899
H -14.385 -10.848 11.416
H -12.542 -9.440 9.310
H -12.727 -8.825 10.926
H -15.028 -9.257 9.121
H -13.480 -7.442 8.402
H -13.926 -6.719 10.017
H -15.056 -5.831 8.115
H -16.165 -6.593 9.314
H -17.274 -7.734 6.042
H -17.210 -6.165 6.804
H -17.994 -7.519 7.568
C -25.943 -13.507 12.377
O -24.981 -12.613 12.960
C -24.858 -12.628 14.372
C -23.652 -11.752 15.017
N -22.369 -12.208 14.392
C -21.243 -11.468 14.866
C -21.161 -9.979 14.332
O -21.011 -9.935 12.880
C -20.501 -8.674 12.396
H -26.965 -13.333 12.712
H -25.680 -14.511 12.713
H -25.780 -13.501 11.299
H -24.612 -13.648 14.667
H -25.789 -12.279 14.818
H -23.518 -11.892 16.089
H -23.867 -10.702 14.818
H -22.459 -11.914 13.430
H -20.310 -11.967 14.606
H -21.312 -11.450 15.954
H -20.215 -9.617 14.734
H -22.059 -9.417 14.589
H -21.104 -7.852 12.781
H -20.770 -8.776 11.345
H -19.461 -8.433 12.617
C -18.804 4.717 -0.370
O -18.903 3.343 -0.326
C -19.865 2.771 -1.231
C -19.953 1.235 -1.009
N -18.622 0.758 -1.438
C -18.261 -0.583 -0.901
C -17.674 -0.513 0.477
O -16.751 0.551 0.620
C -15.387 0.204 0.343
H -19.751 5.080 0.029
H -18.653 5.062 -1.393
H -18.008 5.010 0.314
H -19.606 2.986 -2.268
H -20.821 3.235 -0.986
H -20.731 0.723 -1.575
H -20.095 0.963 0.037
H -17.960 1.275 -0.877
H -17.479 -1.052 -1.498
H -19.148 -1.215 -0.920
H -17.297 -1.482 0.803
H -18.530 -0.195 1.072
H -15.001 -0.712 0.791
H -14.679 1.017 0.505
H -15.241 -0.019 -0.713
C -28.572 0.799 10.937
O -27.663 1.171 9.881
C -28.280 1.130 8.639
C -28.719 -0.256 8.115
N -27.664 -1.283 8.023
C -26.753 -0.992 6.916
C -25.621 -2.023 6.850
O -24.796 -1.870 7.999
C -23.624 -2.507 7.899
H -28.124 0.912 11.925
H -28.815 -0.260 10.848
H -29.471 1.416 10.918
H -27.591 1.528 7.894
H -29.018 1.928 8.714
H -29.245 -0.195 7.162
H -29.434 -0.699 8.808
H -27.049 -1.110 8.806
H -26.367 0.026 6.871
H -27.385 -1.190 6.050
H -24.990 -1.801 5.989
H -25.963 -3.056 6.781
H -23.787 -3.525 7.547
H -23.052 -2.561 8.825
H -22.941 -2.101 7.152
C -23.261 0.244 10.668
C -22.910 -1.194 11.290
O -22.164 -0.954 12.460
O -22.004 0.857 10.155
H -23.676 0.909 11.426
H -23.839 0.198 9.745
H -22.271 -1.872 10.725
H -23.790 -1.772 11.572
H -21.272 -0.687 12.227
H -21.248 0.501 10.628
C -16.705 0.827 9.438
C -16.717 -0.505 10.160
O -18.012 -1.084 10.066
O -15.366 1.189 9.048
H -17.035 1.589 10.144
H -17.278 0.887 8.513
H -16.359 -0.423 11.187
H -15.971 -1.094 9.627
H -17.997 -1.877 9.524
H -15.476 1.881 8.392
C -20.625 -5.963 6.070
C -21.109 -6.158 4.616
C -20.048 -6.725 3.626
O -18.728 -6.141 3.757
C -17.769 -6.937 3.088
N -22.315 -7.042 4.656
H -19.898 -5.169 6.240
H -20.057 -6.821 6.431
H -21.446 -5.794 6.766
H -21.390 -5.156 4.293
H -20.406 -6.575 2.607
H -19.843 -7.779 3.812
H -17.783 -6.847 2.002
H -17.725 -7.981 3.398
H -16.853 -6.463 3.441
H -22.151 -7.996 4.944
H -22.948 -6.733 5.380
C -19.313 -4.341 -0.400
C -18.188 -5.232 -0.963
C -16.721 -4.923 -0.626
O -16.358 -3.677 -1.174
C -15.037 -3.340 -0.770
N -18.373 -6.628 -0.632
H -20.281 -4.797 -0.609
H -19.335 -3.359 -0.871
H -19.068 -4.231 0.656
H -18.334 -5.195 -2.043
H -15.978 -5.609 -1.031
H -16.516 -4.941 0.444
H -14.910 -3.438 0.308
H -14.875 -2.298 -1.044
H -14.373 -4.032 -1.288
H -19.300 -6.911 -0.919
H -17.794 -7.131 -1.289
```

Mulliken atomic charge list, values in e, 2 entries:
1. C -1.257
2. O 0.304

# 6
C26H35F3LuN6O2 | wB97M-V/def2-TZVPD

For the energy above the lowest of the compared OMol25 structures with the same formula, charge and spin, the calculation gives 103.8 kJ/mol. The HOMO-LUMO gap is 5.562 eV. As for the total charge: +1. Its multiplicity is 1. As for the lowest unoccupied orbital energy: -3.6505 eV. The HOMO energy is -0.339 Eh.

```
73
C26H35F3LuN6O2 wB97M-V/def2-TZVPD
Lu 0.691 -0.287 0.733
C -2.883 1.453 1.946
C -1.390 1.711 2.197
C -0.666 2.628 1.180
N 0.412 1.960 0.459
C 1.673 2.456 0.454
C 2.134 3.463 1.300
C 3.324 4.196 1.329
C 4.364 4.234 0.437
C 4.459 3.434 -0.705
C 3.702 2.361 -1.085
C 2.607 1.699 -0.443
N 2.265 0.463 -0.705
C 3.145 -0.491 -1.373
C 3.437 -1.699 -0.471
C 2.372 -2.799 -0.427
N 1.029 -2.262 -0.241
C -0.009 -3.082 -0.126
C 0.124 -4.464 0.136
C -0.745 -5.529 0.016
C -2.005 -5.576 -0.553
C -2.665 -4.465 -1.039
C -2.366 -3.120 -0.908
C -1.349 -2.421 -0.211
N -1.406 -1.146 0.153
C -2.693 -0.450 0.173
C -3.195 0.005 1.562
H -3.245 2.118 1.153
H -3.468 1.714 2.829
H -0.943 0.710 2.229
H -1.222 2.073 3.213
H -0.349 3.545 1.677
H -1.407 2.958 0.437
H 1.450 3.726 2.097
H 3.393 4.878 2.170
H 5.153 4.952 0.612
H 5.276 3.663 -1.381
H 4.008 1.887 -2.009
H 4.096 -0.033 -1.648
H 2.671 -0.827 -2.302
H 3.647 -1.330 0.539
H 4.365 -2.165 -0.811
H 2.655 -3.501 0.367
H 2.388 -3.371 -1.364
H 1.111 -4.738 0.487
H -0.332 -6.473 0.356
H -2.481 -6.540 -0.663
H -3.588 -4.659 -1.576
H -3.116 -2.478 -1.354
H -3.477 -1.080 -0.251
H -2.626 0.443 -0.469
H -2.806 -0.682 2.319
H -4.281 -0.121 1.569
F 0.706 -0.747 5.484
C 1.617 -0.159 4.717
F 2.828 -0.526 5.138
F 1.500 1.166 4.878
C 1.425 -0.503 3.230
O 0.409 -1.136 2.868
O 2.258 -0.066 2.406
N -4.057 0.857 -3.680
C -2.882 1.630 -3.085
C -1.615 0.780 -3.151
N -0.494 1.380 -2.495
H -4.921 1.402 -3.664
H -4.217 -0.004 -3.151
H -3.869 0.591 -4.650
H -3.173 1.861 -2.061
H -2.812 2.552 -3.660
H -1.379 0.550 -4.197
H -1.801 -0.183 -2.663
H -0.537 1.316 -1.484
H -0.222 2.303 -2.795
```

Mulliken atomic charge list, values in e, 2 entries:
1. Lu 1.411
2. C -1.210

# 7
C4H3OP | wB97M-V/def2-TZVPD

For the energy above the lowest of the compared OMol25 structures with the same formula, charge and spin, the calculation gives 267.9 kJ/mol. The HOMO-LUMO gap (spin up / spin down) is 7.881 / 7.488 eV. Its multiplicity is 3. As for the lowest unoccupied orbital energy (spin up / spin down): -1.4747 / -3.1019 eV. The HOMO energy (spin up / spin down) is -0.344 / -0.389 Eh. As for the expectation value of S²: 2.034.

```
9
C4H3OP wB97M-V/def2-TZVPD
C -3.061 -0.276 0.099
C -4.184 -0.687 0.064
C 2.313 0.076 0.099
C 0.838 0.072 -0.117
O 2.983 -0.921 0.026
P -0.213 1.349 -0.131
H -1.991 0.268 -0.078
H 2.634 1.144 0.329
H 0.682 -1.025 -0.292
```

Mulliken atomic charge list, values in e, 2 entries:
1. C 0.190
2. C 0.263